Entry i
# C4H14N4

One molecule with the formula C4H14N4 (ωB97M-V/def2-TZVPD, the Open Molecules 2025 dataset).

SMILES: CCN(C)C(N)(N)N
orbital gap: 9.613 eV
charge: 0
HOMO: -8.66 eV

Element x y z (Å)
C  -1.84  -0.26  -1.87
C  -0.78  0.46  -1.04
N  -0.10  -0.40  -0.06
C  -1.03  -1.02  0.90
C  1.07  0.11  0.56
N  2.04  0.59  -0.34
N  0.87  1.13  1.49
N  1.79  -0.88  1.24
H  -2.06  0.31  -2.78
H  -1.50  -1.25  -2.19
H  -2.78  -0.38  -1.32
H  -0.06  0.82  -1.78
H  -1.22  1.34  -0.57
H  -1.18  -0.42  1.80
H  -2.03  -1.19  0.49
H  -0.66  -2.01  1.19
H  1.63  1.29  -0.94
H  2.24  -0.21  -0.92
H  0.02  1.62  1.23
H  1.62  1.79  1.33
H  1.32  -0.98  2.13
H  2.67  -0.45  1.46

=====

Entry ii
# C4H14N4

C4H14N4 as an isolated structure (ωB97M-V/def2-TZVPD, the Open Molecules 2025 dataset).

orbital gap: 9.528 eV
charge: 0
HOMO: -8.55 eV

Element x y z (Å)
C  -0.59  -0.78  -1.33
C  -0.01  0.57  -1.75
C  -1.62  -0.65  -0.20
C  0.50  -1.78  -0.94
N  0.77  1.21  -0.68
H  -1.10  -1.17  -2.22
H  1.08  2.13  -0.98
H  1.61  0.68  -0.49
H  -0.83  1.25  -2.00
H  0.59  0.42  -2.66
H  -1.15  -0.30  0.71
H  0.99  -1.49  -0.01
H  -2.41  0.06  -0.47
H  -2.09  -1.61  0.00
H  1.27  -1.86  -1.72
H  0.08  -2.78  -0.79
N  0.07  1.50  2.33
N  0.68  -0.32  2.91
N  1.62  0.14  3.38
H  -0.87  1.83  2.57
H  0.13  1.52  1.30
H  1.27  1.42  3.03

=====

Entry iii
# C4H14N4

C4H14N4 as an isolated structure (ωB97M-V/def2-TZVPD, the Open Molecules 2025 dataset).

orbital gap: 7.070 eV
charge: 0
HOMO: -6.47 eV

Element x y z (Å)
C  1.07  0.31  1.67
C  1.01  -1.68  0.19
C  0.40  1.92  -0.64
N  1.19  -0.23  0.33
N  0.32  0.46  -0.66
H  0.72  0.12  -1.53
H  -0.32  -1.87  -0.97
H  0.43  -2.07  1.05
H  1.88  -0.15  2.25
H  1.22  1.39  1.71
H  0.13  0.07  2.18
H  1.99  -2.15  0.23
H  -0.16  2.32  0.21
H  1.44  2.25  -0.56
H  -0.03  2.31  -1.56
N  -1.98  -0.24  0.42
C  -1.43  -0.20  -0.85
N  -1.26  -1.42  -1.45
H  -1.94  0.63  0.94
H  -1.65  -1.02  0.97
H  -1.19  -1.36  -2.46
H  -1.84  0.61  -1.46

=====

Which is the most stable structure? entry i is the most stable.

=====

Entry i
# C3H4HgO3

C3H4HgO3 as an isolated structure (ωB97M-V/def2-TZVPD, the Open Molecules 2025 dataset).

orbital gap (spin up / spin down): 6.982 / 6.677 eV
charge: -1
HOMO (spin up / spin down): -3.00 / -3.72 eV
2S+1: 2

Element x y z (Å)
O  -0.83  0.02  -1.17
C  -1.50  0.53  -0.16
C  1.12  -1.98  0.13
O  -2.73  0.37  -0.01
O  -0.75  1.16  0.70
C  2.01  -1.24  0.81
H  0.12  -2.16  0.52
H  1.38  -2.43  -0.83
H  1.77  -0.83  1.79
H  3.04  -1.11  0.45
Hg  0.84  0.81  -0.44

=====

Entry ii
# C3H4HgO3

C3H4HgO3 as an isolated structure (ωB97M-V/def2-TZVPD, the Open Molecules 2025 dataset).

orbital gap (spin up / spin down): 6.790 / 7.240 eV
charge: -1
HOMO (spin up / spin down): -2.63 / -4.21 eV
2S+1: 2

Element x y z (Å)
O  -0.78  0.26  -1.07
C  -1.67  0.93  -0.30
C  0.36  -1.04  -0.14
O  -2.82  0.50  -0.13
O  -1.15  1.91  0.36
C  1.43  -0.38  0.52
H  -0.46  -1.42  0.48
H  0.62  -1.62  -1.03
H  1.32  -0.21  1.60
H  2.44  -0.61  0.16
Hg  0.70  1.69  -0.43

=====

Which is the most stable structure? entry i is the most stable.

=====

Entry i
# CH25O12

A 12-piece molecular cluster, CH25O12 overall (ωB97M-V/def2-TZVPD, the Open Molecules 2025 dataset).

orbital gap: 9.495 eV
charge: -1
HOMO: -6.60 eV

Element x y z (Å)
C  -0.09  0.12  0.35
O  -0.72  -0.76  -0.65
H  -0.66  0.96  0.45
H  0.81  0.42  -0.10
H  0.28  -0.47  1.23
O  -1.29  -3.16  0.62
H  -1.20  -2.45  0.27
H  -1.83  -3.80  0.05
O  3.07  -1.66  1.34
H  2.43  -1.74  0.67
H  3.69  -2.32  1.25
O  3.89  -0.13  -0.98
H  3.21  -0.51  -1.44
H  3.64  -0.63  -0.10
O  1.36  -2.44  -0.90
H  1.73  -2.29  -1.80
H  0.55  -1.79  -0.98
O  2.97  1.22  2.06
H  2.98  1.69  1.19
H  2.73  0.30  1.73
O  -1.86  -2.11  -2.64
H  -1.36  -1.58  -2.08
H  -2.70  -1.77  -2.32
O  -0.09  1.26  -2.48
H  -0.29  0.64  -1.64
H  -0.77  0.97  -3.06
O  -0.42  -0.75  3.53
H  -0.44  -0.60  2.51
H  -1.13  -0.26  3.79
O  -2.08  3.20  -0.94
H  -2.31  2.41  -0.48
H  -1.62  2.87  -1.66
O  -2.97  0.68  0.22
H  -2.33  0.00  0.01
H  -2.80  0.93  1.14
O  -1.49  4.46  1.04
H  -1.49  5.25  0.54
H  -1.41  3.83  0.27

=====

Entry ii
# CH25O12

A 12-piece molecular cluster, CH25O12 overall (ωB97M-V/def2-TZVPD, the Open Molecules 2025 dataset).

orbital gap: 8.930 eV
charge: -1
HOMO: -6.11 eV

Element x y z (Å)
C  0.30  0.06  0.00
O  -0.83  0.28  0.79
H  0.68  1.01  -0.36
H  -0.05  -0.55  -0.78
H  1.02  -0.60  0.53
O  -0.09  3.01  1.34
H  -0.05  3.36  0.43
H  0.08  2.07  1.21
O  0.50  -0.24  3.28
H  -0.04  0.26  3.91
H  0.02  -0.10  2.45
O  -2.47  0.55  2.91
H  -1.95  0.64  2.11
H  -3.25  1.09  2.80
O  -2.36  1.71  -0.65
H  -1.71  1.17  -0.13
H  -2.20  2.58  -0.33
O  -0.31  1.62  -2.70
H  -1.04  1.01  -2.76
H  -0.40  1.86  -1.75
O  1.70  -2.72  1.68
H  2.48  -2.84  2.26
H  1.53  -1.85  1.92
O  3.79  0.24  0.18
H  3.65  -0.38  -0.52
H  2.97  0.20  0.67
O  2.60  1.51  -2.86
H  2.70  2.25  -2.29
H  1.72  1.24  -2.80
O  0.30  -2.72  -2.58
H  -0.21  -3.44  -2.89
H  0.33  -2.85  -1.64
O  -1.80  -0.75  -2.20
H  -1.75  -0.97  -1.29
H  -1.24  -1.38  -2.57
O  -1.80  -2.15  0.62
H  -1.47  -2.87  1.11
H  -1.34  -1.31  0.89

=====

Which is the most stable structure? entry ii is the most stable.

=====

Entry i
# H16NO11

A 9-piece molecular cluster, H16NO11 overall (ωB97M-V/def2-TZVPD, the Open Molecules 2025 dataset).

orbital gap: 9.683 eV
charge: -1
HOMO: -6.82 eV

Element x y z (Å)
N  0.58  0.44  -0.08
O  0.97  -0.60  0.46
O  -0.58  0.88  0.14
O  1.36  1.18  -0.72
O  -0.98  0.42  2.92
H  -1.71  1.00  3.16
H  -0.89  0.51  1.95
O  -1.47  -1.26  -1.87
H  -1.48  -0.29  -1.85
H  -2.33  -1.53  -1.53
O  -2.05  -2.06  0.83
H  -1.38  -2.74  0.92
H  -1.56  -1.24  0.95
O  0.97  -3.36  -0.95
H  0.52  -2.54  -1.21
H  1.14  -3.24  -0.01
O  2.69  -2.11  2.99
H  2.76  -1.36  2.37
H  2.70  -1.71  3.86
O  -0.57  3.10  -2.41
H  -1.34  2.69  -1.98
H  0.18  2.76  -1.91
O  -2.94  2.31  -0.75
H  -3.70  2.25  -0.17
H  -2.19  1.95  -0.24
O  4.09  1.73  -1.59
H  3.95  0.95  -2.14
H  3.25  1.84  -1.13

=====

Entry ii
# H16NO11

A 9-piece molecular cluster, H16NO11 overall (ωB97M-V/def2-TZVPD, the Open Molecules 2025 dataset).

orbital gap: 9.580 eV
charge: -1
HOMO: -6.82 eV

Element x y z (Å)
N  -7.92  -38.55  17.09
O  -9.09  -38.12  17.03
O  -7.62  -39.44  16.27
O  -7.04  -37.71  17.36
O  -11.37  -39.31  17.86
H  -10.85  -38.76  17.53
H  -12.23  -39.19  17.63
O  -4.81  -38.64  15.21
H  -4.98  -38.65  14.15
H  -5.66  -38.78  15.68
O  -4.73  -38.19  18.91
H  -4.41  -37.33  18.73
H  -5.49  -38.24  18.37
O  -9.83  -35.41  17.40
H  -9.68  -36.23  17.81
H  -9.00  -35.24  16.86
O  -7.28  -39.87  13.23
H  -7.52  -39.81  14.16
H  -7.50  -38.95  13.01
O  -8.21  -39.67  20.20
H  -7.76  -39.74  19.45
H  -8.61  -40.35  20.35
O  -10.77  -38.25  14.37
H  -10.45  -38.56  15.24
H  -10.44  -39.11  13.88
O  -7.71  -42.03  15.20
H  -7.63  -41.23  15.69
H  -7.54  -42.05  14.23

=====

Which is the most stable structure? entry i is the most stable.

=====

Entry i
# C13H16N4OS

One molecule with the formula C13H16N4OS (ωB97M-V/def2-TZVPD, the Open Molecules 2025 dataset).

SMILES: Cc1ccc(C)c(CSc2nnc(C)c(=O)n2N)c1
orbital gap: 8.182 eV
charge: 0
HOMO: -8.08 eV

Element x y z (Å)
C  -4.34  -2.63  0.08
C  -3.70  -1.24  0.00
C  -4.78  -0.25  0.16
C  -4.22  1.06  0.06
C  -2.77  1.19  -0.13
C  -2.20  2.72  0.03
C  -1.89  0.22  0.01
C  -0.44  0.58  0.09
S  0.56  -1.20  0.10
C  2.07  -0.37  0.13
N  2.34  1.09  -0.02
N  3.42  1.57  0.15
C  4.47  0.79  -0.08
C  5.89  1.61  -0.05
C  4.36  -0.57  0.16
O  5.41  -1.32  0.03
N  3.10  -1.11  0.21
N  3.00  -2.37  -0.12
C  -2.32  -0.93  0.00
H  -5.45  -2.59  0.04
H  -4.05  -3.31  0.83
H  -4.10  -3.22  -0.90
H  -5.78  -0.24  -0.14
H  -4.88  2.03  -0.09
H  -1.69  3.13  0.95
H  -1.71  3.03  -0.93
H  -3.03  3.31  -0.08
H  -0.15  1.05  -0.94
H  -0.23  1.01  1.07
H  6.31  1.10  -0.80
H  5.76  2.49  0.05
H  6.44  1.25  0.80
H  2.52  -2.87  -0.65
H  3.95  -3.12  0.10
H  -1.85  -1.90  -0.10

=====

Entry ii
# C13H16N4OS

One molecule with the formula C13H16N4OS (ωB97M-V/def2-TZVPD, the Open Molecules 2025 dataset).

SMILES: CCCc1nc(C)c2c(C)nc3sc(OC)nc3n12
orbital gap: 8.116 eV
charge: 0
HOMO: -7.68 eV

Element x y z (Å)
C  0.38  0.98  4.17
C  0.56  0.76  2.65
C  1.37  -0.44  2.28
C  1.51  -0.60  0.82
N  2.56  -0.06  0.18
C  2.40  -0.36  -1.16
C  3.48  0.13  -2.14
C  1.23  -1.03  -1.39
C  0.69  -1.79  -2.57
C  1.42  -2.09  -3.80
N  -0.54  -2.14  -2.58
C  -1.27  -2.10  -1.40
S  -2.98  -2.42  -1.20
C  -2.61  -2.34  0.52
O  -3.69  -2.36  1.40
C  -3.56  -1.57  2.55
N  -1.40  -2.02  0.86
C  -0.59  -1.84  -0.23
N  0.67  -1.24  -0.13
H  -0.18  1.85  4.29
H  1.27  0.99  4.73
H  -0.33  0.21  4.52
H  0.98  1.65  2.24
H  -0.43  0.57  2.12
H  0.80  -1.23  2.57
H  2.44  -0.42  2.65
H  4.09  -0.78  -2.29
H  3.92  1.04  -1.91
H  2.96  0.35  -3.11
H  2.36  -1.69  -3.57
H  1.47  -3.19  -4.01
H  0.98  -1.50  -4.60
H  -4.45  -1.52  3.17
H  -2.64  -1.84  3.14
H  -3.39  -0.49  2.41

=====

Entry iii
# C13H16N4OS

C13H16N4OS as an isolated structure (ωB97M-V/def2-TZVPD, the Open Molecules 2025 dataset).

orbital gap: 7.925 eV
charge: 0
HOMO: -7.57 eV

Element x y z (Å)
C  -5.82  -0.16  0.94
C  -4.57  0.50  0.16
O  -4.58  1.73  -0.30
N  -3.56  -0.33  0.03
C  -2.42  -0.10  -0.72
N  -1.45  -0.80  -0.64
C  -0.60  -0.05  -1.21
N  -0.99  1.29  -1.78
N  -2.27  1.30  -1.23
H  -2.80  2.01  -1.20
S  1.00  -0.27  -1.84
C  1.00  -1.98  -1.09
C  1.25  -2.15  0.41
H  1.04  -2.87  0.98
H  0.45  -1.30  0.76
C  2.54  -1.55  1.13
C  2.97  -0.26  0.66
C  3.91  0.12  -0.22
C  4.32  1.59  -0.74
C  3.45  2.57  -0.03
C  2.43  2.25  0.67
C  2.09  1.05  1.30
H  1.42  0.87  1.92
H  1.83  3.12  1.35
H  3.68  3.71  -0.69
H  5.09  1.70  -1.40
H  4.53  -0.82  -0.72
H  3.41  -2.03  0.57
H  2.56  -1.63  2.20
H  0.22  -2.63  -1.19
H  1.98  -2.48  -1.47
H  -3.65  -1.26  0.30
H  -5.56  -0.42  1.89
H  -6.20  -1.18  0.29
H  -6.74  0.46  0.91

=====

Which is the most stable structure? entry ii is the most stable.